# 1
C20H33N6O3PZr | wB97M-V/def2-TZVPD

The geometry in XYZ format:
```
64
C20H33N6O3PZr (wB97M-V/def2-TZVPD)
N 3.3568 -2.8584 1.6965
C 4.1364 -2.6776 0.8426
C 5.4930 -2.6342 0.1508
H 5.5789 -2.3362 -0.9267
H 5.9488 -3.5987 0.2861
H 6.1456 -1.9306 0.6910
N -1.4910 0.5199 3.2278
C -2.3541 0.0679 3.8485
C -3.4086 -0.0870 4.8664
H -3.4161 -1.1020 5.3025
H -4.4131 0.1535 4.4572
H -3.1529 0.6388 5.6407
N -1.8081 1.5691 -2.9021
C -2.1053 1.9688 -3.9780
C -2.4275 2.7731 -5.1415
H -2.5147 3.8441 -4.8495
H -3.3843 2.4574 -5.5979
H -1.6138 2.6894 -5.8852
Zr -0.3804 -1.5616 -1.1819
C -1.6832 2.6545 0.5235
O -2.5053 2.8402 1.2897
C 1.6703 0.5082 3.4346
O 0.7846 1.1465 3.0555
C -0.2199 -3.5797 -0.6579
C -0.1645 -3.4544 -2.0948
C -1.1712 -2.7001 -2.7720
C -2.2105 -2.0152 -2.0113
C -2.2845 -2.1844 -0.5814
C -1.3201 -3.0353 0.0731
H 0.4356 -4.2672 -0.1640
H 0.5439 -4.0811 -2.6329
H -1.2453 -2.7121 -3.8629
H -2.9932 -1.4883 -2.5250
H -3.1417 -1.9125 0.0037
H -1.5856 -3.3945 1.0500
C 3.5260 1.7565 -3.1763
N 2.5156 2.5288 -2.4666
C 1.3248 2.7685 -3.2782
P 2.2239 2.1273 -0.8499
O 1.4619 0.8538 -0.5544
N 3.8361 2.0922 -0.3335
C 4.1779 1.2050 0.7716
C 4.6731 3.2936 -0.3991
N 1.6057 3.6532 -0.4308
C 1.0577 3.9041 0.9031
C 2.0973 4.9001 -1.0793
H 3.9433 2.4036 -3.9559
H 3.0673 0.8705 -3.6303
H 4.3209 1.4612 -2.4840
H 0.8427 1.8209 -3.5542
H 0.5823 3.3810 -2.7515
H 1.6329 3.2957 -4.1907
H 3.6772 0.2352 0.6649
H 5.2614 1.0455 0.7535
H 3.9116 1.6611 1.7353
H 5.7109 2.9776 -0.2350
H 4.6475 3.8070 -1.3701
H 4.4309 4.0217 0.3927
H 1.8060 4.3823 1.5601
H 0.2069 4.5905 0.8070
H 0.7226 2.9896 1.4098
H 2.8108 5.4105 -0.4182
H 2.5713 4.7541 -2.0578
H 1.2122 5.5301 -1.2129
```

Computed properties:
HOMO-LUMO gap (spin up / spin down) ... 2.3 / 2.3 eV
Net charge ... +4
Highest occupied orbital energy (spin up / spin down) ... -20.00 / -20.00 eV

Atomic partial charges in e from the Mulliken method, atoms 1 to 5: number 1, N, carries -0.4021; number 2, C, carries 0.4424; number 3, C, carries -0.8945; number 4, H, carries 0.2826; number 5, H, carries 0.3365

# 2
C20H33NO | wB97M-V/def2-TZVPD

The geometry in XYZ format:
```
55
C20H33NO (wB97M-V/def2-TZVPD)
C -0.1895 3.0350 1.0931
C -0.4215 2.0957 -0.0925
C -0.1442 2.8142 -1.4145
C -1.8239 1.5352 -0.0565
C -2.9265 2.3740 -0.1379
C -4.2096 1.8662 -0.0732
C -4.4076 0.5098 0.0984
C -3.3311 -0.3618 0.1855
C -3.5483 -1.8403 0.4061
C -4.2933 -2.0843 1.7200
C -4.3053 -2.4653 -0.7677
C -2.0388 0.1613 0.0883
O -0.9482 -0.6940 0.1707
C -0.5157 -1.1940 -1.0836
C 0.7538 -2.0116 -0.8695
C 1.9057 -1.1401 -0.3796
C 3.1815 -1.9625 -0.1376
N 4.3592 -1.2232 0.2616
C 4.9305 -0.3524 -0.7655
C 5.1373 1.0299 -0.1264
C 4.1750 1.0229 1.0586
C 4.2374 -0.4443 1.4878
H -0.3856 2.5156 2.0284
H -0.8438 3.9016 1.0378
H 0.8415 3.3835 1.0995
H 0.2768 1.2604 0.0043
H -0.3210 2.1503 -2.2589
H 0.8906 3.1496 -1.4495
H -0.7885 3.6829 -1.5259
H -2.7807 3.4376 -0.2527
H -5.0580 2.5311 -0.1454
H -5.4136 0.1239 0.1656
H -2.5674 -2.3179 0.4873
H -3.7536 -1.6311 2.5483
H -5.2933 -1.6587 1.6871
H -4.3815 -3.1526 1.9065
H -5.3057 -2.0467 -0.8482
H -3.7840 -2.2810 -1.7054
H -4.3939 -3.5407 -0.6276
H -0.3195 -0.3615 -1.7751
H -1.3004 -1.8225 -1.5304
H 1.0198 -2.4940 -1.8123
H 0.5466 -2.7889 -0.1319
H 2.1046 -0.3619 -1.1208
H 1.6004 -0.6589 0.5505
H 2.9845 -2.7034 0.6434
H 3.4389 -2.5079 -1.0509
H 5.8811 -0.7771 -1.1061
H 4.2687 -0.2833 -1.6345
H 4.9405 1.8378 -0.8293
H 6.1622 1.1268 0.2327
H 4.4747 1.7059 1.8513
H 3.1662 1.2827 0.7351
H 5.1411 -0.6113 2.0870
H 3.3757 -0.7608 2.0745
```

Computed properties:
SMILES ... CC(C)c1cccc(C(C)C)c1OCCCCN1CCCC1
HOMO-LUMO gap ... 8.9 eV
Net charge ... 0
Highest occupied orbital energy ... -8.04 eV
Relative energy (zero: lowest compared OMol25 entry of this formula, charge and spin) ... 0.080 eV

Atomic partial charges in e from the Mulliken method, atoms 1 to 5: number 1, C, carries -1.6363; number 2, C, carries 1.9547; number 3, C, carries -1.6049; number 4, C, carries 0.6265; number 5, C, carries -0.5660

The lowest net charge belongs to which entry? C20H33NO

What did the first record say?
C20H33N6O3PZr | wB97M-V/def2-TZVPD

The geometry in XYZ format:
```
64
C20H33N6O3PZr (wB97M-V/def2-TZVPD)
N 3.3568 -2.8584 1.6965
C 4.1364 -2.6776 0.8426
C 5.4930 -2.6342 0.1508
H 5.5789 -2.3362 -0.9267
H 5.9488 -3.5987 0.2861
H 6.1456 -1.9306 0.6910
N -1.4910 0.5199 3.2278
C -2.3541 0.0679 3.8485
C -3.4086 -0.0870 4.8664
H -3.4161 -1.1020 5.3025
H -4.4131 0.1535 4.4572
H -3.1529 0.6388 5.6407
N -1.8081 1.5691 -2.9021
C -2.1053 1.9688 -3.9780
C -2.4275 2.7731 -5.1415
H -2.5147 3.8441 -4.8495
H -3.3843 2.4574 -5.5979
H -1.6138 2.6894 -5.8852
Zr -0.3804 -1.5616 -1.1819
C -1.6832 2.6545 0.5235
O -2.5053 2.8402 1.2897
C 1.6703 0.5082 3.4346
O 0.7846 1.1465 3.0555
C -0.2199 -3.5797 -0.6579
C -0.1645 -3.4544 -2.0948
C -1.1712 -2.7001 -2.7720
C -2.2105 -2.0152 -2.0113
C -2.2845 -2.1844 -0.5814
C -1.3201 -3.0353 0.0731
H 0.4356 -4.2672 -0.1640
H 0.5439 -4.0811 -2.6329
H -1.2453 -2.7121 -3.8629
H -2.9932 -1.4883 -2.5250
H -3.1417 -1.9125 0.0037
H -1.5856 -3.3945 1.0500
C 3.5260 1.7565 -3.1763
N 2.5156 2.5288 -2.4666
C 1.3248 2.7685 -3.2782
P 2.2239 2.1273 -0.8499
O 1.4619 0.8538 -0.5544
N 3.8361 2.0922 -0.3335
C 4.1779 1.2050 0.7716
C 4.6731 3.2936 -0.3991
N 1.6057 3.6532 -0.4308
C 1.0577 3.9041 0.9031
C 2.0973 4.9001 -1.0793
H 3.9433 2.4036 -3.9559
H 3.0673 0.8705 -3.6303
H 4.3209 1.4612 -2.4840
H 0.8427 1.8209 -3.5542
H 0.5823 3.3810 -2.7515
H 1.6329 3.2957 -4.1907
H 3.6772 0.2352 0.6649
H 5.2614 1.0455 0.7535
H 3.9116 1.6611 1.7353
H 5.7109 2.9776 -0.2350
H 4.6475 3.8070 -1.3701
H 4.4309 4.0217 0.3927
H 1.8060 4.3823 1.5601
H 0.2069 4.5905 0.8070
H 0.7226 2.9896 1.4098
H 2.8108 5.4105 -0.4182
H 2.5713 4.7541 -2.0578
H 1.2122 5.5301 -1.2129
```

Computed properties:
HOMO-LUMO gap (spin up / spin down) ... 2.3 / 2.3 eV
Net charge ... +4
Highest occupied orbital energy (spin up / spin down) ... -20.00 / -20.00 eV

Atomic partial charges in e from the Mulliken method, atoms 1 to 5: number 1, N, carries -0.4021; number 2, C, carries 0.4424; number 3, C, carries -0.8945; number 4, H, carries 0.2826; number 5, H, carries 0.3365

Copy entry 1 word for word.
C20H33N6O3PZr | wB97M-V/def2-TZVPD

The geometry in XYZ format:
```
64
C20H33N6O3PZr (wB97M-V/def2-TZVPD)
N 3.3568 -2.8584 1.6965
C 4.1364 -2.6776 0.8426
C 5.4930 -2.6342 0.1508
H 5.5789 -2.3362 -0.9267
H 5.9488 -3.5987 0.2861
H 6.1456 -1.9306 0.6910
N -1.4910 0.5199 3.2278
C -2.3541 0.0679 3.8485
C -3.4086 -0.0870 4.8664
H -3.4161 -1.1020 5.3025
H -4.4131 0.1535 4.4572
H -3.1529 0.6388 5.6407
N -1.8081 1.5691 -2.9021
C -2.1053 1.9688 -3.9780
C -2.4275 2.7731 -5.1415
H -2.5147 3.8441 -4.8495
H -3.3843 2.4574 -5.5979
H -1.6138 2.6894 -5.8852
Zr -0.3804 -1.5616 -1.1819
C -1.6832 2.6545 0.5235
O -2.5053 2.8402 1.2897
C 1.6703 0.5082 3.4346
O 0.7846 1.1465 3.0555
C -0.2199 -3.5797 -0.6579
C -0.1645 -3.4544 -2.0948
C -1.1712 -2.7001 -2.7720
C -2.2105 -2.0152 -2.0113
C -2.2845 -2.1844 -0.5814
C -1.3201 -3.0353 0.0731
H 0.4356 -4.2672 -0.1640
H 0.5439 -4.0811 -2.6329
H -1.2453 -2.7121 -3.8629
H -2.9932 -1.4883 -2.5250
H -3.1417 -1.9125 0.0037
H -1.5856 -3.3945 1.0500
C 3.5260 1.7565 -3.1763
N 2.5156 2.5288 -2.4666
C 1.3248 2.7685 -3.2782
P 2.2239 2.1273 -0.8499
O 1.4619 0.8538 -0.5544
N 3.8361 2.0922 -0.3335
C 4.1779 1.2050 0.7716
C 4.6731 3.2936 -0.3991
N 1.6057 3.6532 -0.4308
C 1.0577 3.9041 0.9031
C 2.0973 4.9001 -1.0793
H 3.9433 2.4036 -3.9559
H 3.0673 0.8705 -3.6303
H 4.3209 1.4612 -2.4840
H 0.8427 1.8209 -3.5542
H 0.5823 3.3810 -2.7515
H 1.6329 3.2957 -4.1907
H 3.6772 0.2352 0.6649
H 5.2614 1.0455 0.7535
H 3.9116 1.6611 1.7353
H 5.7109 2.9776 -0.2350
H 4.6475 3.8070 -1.3701
H 4.4309 4.0217 0.3927
H 1.8060 4.3823 1.5601
H 0.2069 4.5905 0.8070
H 0.7226 2.9896 1.4098
H 2.8108 5.4105 -0.4182
H 2.5713 4.7541 -2.0578
H 1.2122 5.5301 -1.2129
```

Computed properties:
HOMO-LUMO gap (spin up / spin down) ... 2.3 / 2.3 eV
Net charge ... +4
Highest occupied orbital energy (spin up / spin down) ... -20.00 / -20.00 eV

Atomic partial charges in e from the Mulliken method, atoms 1 to 5: number 1, N, carries -0.4021; number 2, C, carries 0.4424; number 3, C, carries -0.8945; number 4, H, carries 0.2826; number 5, H, carries 0.3365